{
  "formula": "C62H148Br14N8",
  "method": "ωB97M-V/def2-TZVPD",
  "charge": 0,
  "e_tot_ha": -38925.10136,
  "e_lumo_ha": 0.0057,
  "orbital_gap_ev": 8.26,
  "elements": ["C", "C", "N", "C", "C", "C", "C", "H", "H", "H", "H", "H", "H", "H", "H", "H", "H", "H", "H", "H", "H", "H", "C", "C", "N", "C", "C", "C", "C", "H", "H", "H", "H", "H", "H", "H", "H", "H", "H", "H", "H", "H", "H", "H", "C", "C", "N", "C", "C", "C", "C", "H", "H", "H", "H", "H", "H", "H", "H", "H", "H", "H", "H", "H", "H", "H", "C", "C", "N", "C", "C", "C", "C", "H", "H", "H", "H", "H", "H", "H", "H", "H", "H", "H", "H", "H", "H", "H", "C", "C", "N", "C", "C", "C", "C", "H", "H", "H", "H", "H", "H", "H", "H", "H", "H", "H", "H", "H", "H", "H", "C", "C", "N", "C", "C", "C", "C", "H", "H", "H", "H", "H", "H", "H", "H", "H", "H", "H", "H", "H", "H", "H", "C", "C", "N", "C", "C", "C", "C", "H", "H", "H", "H", "H", "H", "H", "H", "H", "H", "H", "H", "H", "H", "H", "C", "C", "N", "C", "C", "C", "C", "H", "H", "H", "H", "H", "H", "H", "H", "H", "H", "H", "H", "H", "H", "H", "Br", "C", "C", "Br", "H", "H", "H", "H", "Br", "C", "C", "Br", "H", "H", "H", "H", "Br", "C", "C", "Br", "H", "H", "H", "H", "Br", "C", "C", "Br", "H", "H", "H", "H", "Br", "C", "C", "Br", "H", "H", "H", "H", "Br", "C", "C", "Br", "H", "H", "H", "H", "Br", "C", "C", "Br", "H", "H", "H", "H"],
  "coordinates": [[-2.21629, -1.60714, -2.47399], [-3.51833, -1.12244, -1.90564], [-4.24593, -0.09768, -2.73019], [-5.65777, -0.17935, -2.39773], [-6.44029, -1.28297, -3.16124], [-3.67111, 1.20327, -2.41687], [-4.06006, 2.31403, -3.34086], [-2.46054, -1.70557, -3.57855], [-2.11466, -2.57926, -2.00873], [-1.37473, -0.96649, -2.28275], [-4.20623, -1.96972, -1.88828], [-3.53240, -0.73956, -0.88513], [-5.76294, -0.37007, -1.29031], [-6.25583, 0.72816, -2.61245], [-7.35533, -1.36075, -2.68535], [-6.49355, -1.02083, -4.16241], [-5.91933, -2.25708, -3.06267], [-2.59534, 1.05178, -2.49209], [-3.77879, 1.55350, -1.36658], [-3.81062, 1.91740, -4.31620], [-3.58671, 3.26042, -3.09659], [-5.11620, 2.54004, -3.35803], [3.30975, 2.66818, 3.79439], [3.51963, 3.66355, 2.67348], [2.93698, 4.98011, 3.00293], [3.05306, 5.78488, 1.79813], [2.30845, 7.05271, 1.91199], [3.59904, 5.58331, 4.12951], [5.12193, 5.75828, 3.97687], [3.59932, 1.66396, 3.54180], [2.24488, 2.64204, 4.01065], [3.80867, 2.86664, 4.76107], [4.61113, 3.72050, 2.45055], [3.04346, 3.29432, 1.77372], [4.08231, 5.99822, 1.57024], [2.66771, 5.20723, 0.95510], [2.74218, 7.63230, 2.67817], [2.31691, 7.57295, 0.91641], [1.25727, 7.11734, 2.11552], [3.37649, 4.92144, 4.97839], [3.02852, 6.51570, 4.25014], [5.64898, 4.98216, 4.56972], [5.39483, 6.72092, 4.44818], [5.41304, 5.69224, 2.92409], [-2.57093, 2.42780, -8.40400], [-1.46242, 2.19080, -7.34966], [-1.59823, 2.86055, -6.11133], [-1.40260, 4.31632, -6.41875], [-1.25193, 5.22574, -5.22590], [-0.64258, 2.27874, -5.15211], [-0.88754, 0.82998, -4.87200], [-2.60066, 3.45989, -8.77063], [-3.52148, 2.24397, -7.90212], [-2.43066, 1.75953, -9.27603], [-1.40999, 1.09115, -7.19444], [-0.52349, 2.45823, -7.87333], [-0.50362, 4.43872, -7.00657], [-2.25263, 4.70706, -7.01830], [-2.15555, 5.38042, -4.63532], [-0.28776, 4.99067, -4.73039], [-1.10323, 6.28825, -5.65807], [-0.71360, 2.87701, -4.25075], [0.40532, 2.47248, -5.56879], [-1.91920, 0.71998, -4.58586], [-0.26008, 0.57075, -4.03396], [-0.70818, 0.18935, -5.71570], [-3.75505, -4.97436, -2.22173], [-2.33143, -5.06171, -2.73775], [-1.44199, -4.81374, -1.53262], [-1.53750, -5.89136, -0.54726], [-0.41653, -5.95220, 0.44351], [-0.05533, -4.72086, -2.07556], [0.52062, -5.83222, -2.94223], [-3.97911, -5.92995, -1.71957], [-4.56223, -4.80137, -2.93604], [-3.71097, -4.21436, -1.43089], [-2.16666, -6.08874, -3.13027], [-1.98613, -4.31685, -3.49049], [-1.51165, -6.90974, -1.03474], [-2.47318, -5.82085, -0.02174], [-0.67030, -6.69715, 1.24335], [-0.31297, -4.94038, 0.94966], [0.50902, -6.20391, -0.04498], [-0.06159, -3.79373, -2.62095], [0.53223, -4.44739, -1.15423], [0.39497, -6.85374, -2.56366], [0.19160, -5.78809, -4.01893], [1.60753, -5.64855, -2.89427], [3.11868, -3.30112, 2.03300], [4.04345, -4.44485, 2.42932], [5.21018, -3.96462, 3.23044], [6.30812, -4.87224, 3.10028], [6.11367, -6.30638, 3.42216], [4.83214, -3.71584, 4.61399], [5.93967, -3.01374, 5.38311], [2.19543, -3.71488, 1.61012], [3.71040, -2.69706, 1.32366], [2.92627, -2.63980, 2.88553], [3.43017, -5.12915, 2.95931], [4.37797, -4.95012, 1.52916], [6.70348, -4.73998, 2.05297], [7.09856, -4.47025, 3.71934], [5.39315, -6.61104, 4.16813], [5.61952, -6.72945, 2.48746], [7.11688, -6.70682, 3.67989], [4.63592, -4.72933, 5.10465], [3.87251, -3.16903, 4.59081], [5.52849, -2.36058, 6.23637], [6.44376, -2.24094, 4.80200], [6.73985, -3.67022, 5.71146], [1.39020, 1.33929, 0.84785], [0.44189, 0.83041, -0.23366], [0.30624, -0.69508, -0.27625], [1.49849, -1.34446, -0.51864], [1.99701, -1.13548, -2.00519], [-0.28834, -1.36981, 0.81941], [-1.46057, -0.69861, 1.50072], [1.41634, 2.42483, 0.89737], [2.41131, 0.94521, 0.75927], [1.03399, 0.97478, 1.86692], [-0.61176, 1.19399, -0.14964], [0.67279, 1.10902, -1.28679], [2.34957, -1.18501, 0.15731], [1.36096, -2.47761, -0.49940], [2.75537, -1.93158, -2.27791], [1.20587, -1.31553, -2.81097], [2.41917, -0.11497, -2.29409], [0.40963, -1.52546, 1.67334], [-0.57704, -2.32504, 0.39057], [-1.76199, -1.42569, 2.26455], [-2.31044, -0.57334, 0.77928], [-1.35259, 0.28961, 1.98366], [3.20543, 2.75913, -2.69474], [4.45514, 2.80559, -3.46500], [4.89703, 1.50837, -4.16108], [5.46711, 0.56585, -3.24007], [6.15721, -0.60311, -3.92372], [3.78506, 0.99478, -4.99711], [3.37224, 1.94456, -6.04978], [2.92271, 3.64873, -2.16235], [3.30406, 1.98990, -1.88806], [2.29423, 2.65903, -3.26810], [4.54217, 3.59243, -4.23450], [5.27164, 3.10129, -2.80033], [6.20346, 1.16905, -2.71369], [4.77493, 0.13071, -2.54673], [5.48255, -1.34987, -4.32773], [6.77379, -0.32614, -4.77707], [6.80141, -1.22160, -3.21947], [2.93635, 0.65407, -4.40120], [4.12032, 0.05509, -5.46734], [2.50102, 1.48559, -6.57023], [4.15539, 2.19273, -6.76936], [3.03075, 2.83938, -5.51430], [-2.16003, -1.13868, 5.72080], [-0.94987, -0.80253, 6.48948], [0.20315, -1.71034, 6.25505], [0.75822, -1.63678, 4.86044], [1.38120, -0.30773, 4.32384], [1.27679, -1.48499, 7.32920], [2.41016, -2.43724, 7.08694], [-2.57239, -2.11560, 5.95030], [-2.09835, -1.08662, 4.65334], [-2.90194, -0.36029, 5.95690], [-0.63159, 0.22562, 6.23720], [-1.21185, -0.76072, 7.54267], [-0.09088, -1.95316, 4.26644], [1.46329, -2.49007, 4.83221], [0.61234, 0.52695, 4.34327], [1.75688, -0.40069, 3.26545], [2.21907, 0.00065, 4.93725], [1.53672, -0.43681, 7.29768], [0.78401, -1.67880, 8.25226], [3.09229, -2.21671, 7.95488], [2.19921, -3.47040, 7.25970], [2.92406, -2.31766, 6.17516], [-0.80780, 4.23665, -1.24050], [-1.99863, 4.94051, 0.14638], [-2.00121, 6.41617, 0.31312], [-3.25830, 6.73513, 1.78059], [-1.63960, 4.44795, 1.01498], [-2.97078, 4.50513, -0.10376], [-2.36700, 6.96751, -0.50118], [-0.98457, 6.72954, 0.55278], [6.62552, -3.86549, -0.85387], [5.40810, -2.38111, -0.41240], [5.84237, -1.64314, 0.84373], [4.72939, 0.00335, 0.92654], [4.43108, -2.92320, -0.37991], [5.34533, -1.79223, -1.32273], [6.86253, -1.29344, 0.75574], [5.65832, -2.25193, 1.73529], [-6.30337, -3.27697, 0.20198], [-4.68441, -2.99391, 1.26662], [-4.68676, -3.74240, 2.63298], [-2.82471, -3.87070, 3.24656], [-4.70665, -1.97078, 1.62334], [-3.91610, -3.32235, 0.60245], [-4.94522, -4.80914, 2.44468], [-5.30240, -3.28377, 3.45541], [0.44136, 3.44909, 6.88888], [-0.76075, 4.54582, 5.83032], [-0.57394, 4.30734, 4.30671], [-1.50850, 2.60542, 3.83599], [-0.43162, 5.55682, 5.96655], [-1.76351, 4.40115, 6.26299], [0.40278, 4.24825, 3.93564], [-1.16087, 5.09864, 3.77551], [-4.98073, 1.36303, 2.15281], [-5.25641, 2.99847, 1.09950], [-6.48616, 2.88873, 0.31124], [-6.68817, 4.69898, -0.40494], [-4.39525, 3.00154, 0.39792], [-5.24908, 3.79632, 1.81645], [-7.39001, 2.68121, 0.87951], [-6.48483, 2.22804, -0.55490], [-2.75380, -1.47173, -8.52055], [-3.33757, -1.58942, -6.62056], [-3.80408, -0.27921, -6.05769], [-5.46228, 0.38400, -6.95125], [-2.54660, -2.09851, -6.10588], [-4.16031, -2.31078, -6.63145], [-3.02986, 0.48548, -6.17915], [-4.22402, -0.37676, -5.06854], [-6.16501, -0.90777, 4.72746], [-7.71723, -0.40797, 3.59069], [-9.01098, -0.84987, 4.16441], [-10.43987, -0.12111, 3.01901], [-7.51329, -0.90722, 2.64969], [-7.62120, 0.63306, 3.44022], [-9.28546, -0.46646, 5.17480], [-9.16064, -1.92578, 4.19749]]
}